No. 1
63
Properties=species:S:1:pos:R:3:forces:R:3:mulliken_spin:R:1 method="wB97M-V/def2-TZVPD" s2=0.754 orbital_gap_ev="7.0 / 7.3" e_homo_ha="-0.2909 / -0.2998" e_above_lowest_kj_mol=9.8 multiplicity=2
Co 0.070 0.310 0.409 -0.19 0.23 0.20 0.94
C 1.340 3.853 2.084 0.01 0.02 -0.03 0.00
C 1.399 2.462 1.972 0.01 -0.02 -0.01 0.00
N 0.692 2.068 0.922 -0.18 -0.04 0.01 -0.02
N 0.163 3.162 0.348 0.02 0.03 0.02 0.00
C 0.541 4.252 1.030 0.04 0.02 -0.01 0.00
B -0.699 3.007 -0.923 -0.06 -0.02 0.03 -0.02
N 0.158 2.183 -1.911 -0.05 -0.09 -0.08 0.00
C 0.626 2.562 -3.107 0.04 0.04 0.02 0.00
C 1.475 1.582 -3.576 0.04 0.01 0.01 0.00
C 1.466 0.616 -2.566 -0.01 0.03 0.02 0.00
N 0.660 0.975 -1.572 0.04 -0.17 0.03 0.04
N -1.968 2.214 -0.585 0.06 -0.02 -0.01 0.00
C -3.262 2.433 -0.867 -0.01 0.04 0.00 0.00
C -3.986 1.339 -0.440 -0.01 0.03 0.01 0.00
C -3.029 0.473 0.105 0.02 0.03 -0.02 0.00
N -1.825 1.013 0.005 0.01 0.00 0.01 0.05
H 1.806 4.474 2.828 0.00 0.00 0.00 0.00
H 1.890 1.731 2.592 -0.02 -0.01 0.02 0.00
H 0.219 5.230 0.715 0.00 0.00 0.00 0.00
H -0.964 4.075 -1.396 -0.02 0.04 -0.01 0.00
H 0.334 3.509 -3.528 -0.01 0.00 0.00 0.00
H 2.027 1.573 -4.499 0.00 0.00 -0.01 0.00
H 1.997 -0.315 -2.524 0.00 0.00 -0.03 0.00
H -3.572 3.350 -1.340 0.00 0.00 -0.01 0.00
H -5.051 1.198 -0.490 0.00 0.00 0.00 0.00
H -3.139 -0.482 0.589 -0.01 -0.01 -0.01 0.00
O 0.781 -3.882 0.839 -0.06 0.03 0.01 0.00
As 0.552 -2.157 1.384 0.40 -0.24 -0.16 0.00
O -0.595 -1.593 0.285 0.01 0.15 0.02 -0.01
O 1.928 -1.323 1.024 0.03 -0.10 0.02 0.02
C 0.268 -2.630 3.249 -0.09 0.03 -0.08 0.00
C 0.919 -3.755 3.741 0.01 -0.07 0.05 0.00
C 0.807 -4.085 5.086 0.03 -0.02 -0.07 0.00
C 0.047 -3.297 5.936 -0.05 0.07 0.00 0.00
C -0.599 -2.169 5.446 0.00 -0.02 0.08 0.00
C -0.480 -1.840 4.110 0.01 0.05 -0.08 0.00
S -1.261 -0.387 3.441 -0.09 -0.01 0.06 0.00
O -1.388 0.559 4.514 0.03 0.02 0.02 0.00
O -2.480 -0.852 2.827 -0.01 0.00 0.00 0.00
O -0.211 -0.003 2.455 0.08 0.03 -0.09 0.01
H 0.075 -4.405 1.243 0.08 0.02 -0.03 0.00
H 1.525 -4.362 3.082 0.02 0.01 0.03 0.00
H 1.326 -4.954 5.470 0.00 0.00 0.00 0.00
H -0.031 -3.552 6.985 -0.01 0.00 0.00 0.00
H -1.179 -1.524 6.093 0.00 0.00 0.01 0.00
N 1.865 -4.988 -2.875 -0.01 0.01 0.07 0.00
C 0.534 -4.405 -3.281 -0.01 0.05 -0.02 0.00
C 0.121 -3.432 -2.199 -0.04 -0.04 0.01 0.00
N 1.147 -2.418 -2.058 0.04 -0.02 0.13 0.00
C 2.438 -2.961 -1.671 -0.04 0.03 -0.01 0.00
C 2.913 -3.909 -2.750 -0.01 0.03 -0.02 0.00
H 2.161 -5.719 -3.518 0.01 0.00 -0.03 0.00
H 1.750 -5.410 -1.948 0.00 -0.03 -0.01 0.00
H -0.167 -5.229 -3.402 0.00 0.00 0.02 0.00
H 0.697 -3.905 -4.235 -0.01 -0.01 -0.01 0.00
H -0.061 -3.981 -1.265 0.00 0.01 -0.03 0.00
H -0.817 -2.954 -2.480 0.00 -0.01 -0.02 0.00
H 0.838 -1.755 -1.346 -0.05 -0.06 -0.11 0.00
H 2.416 -3.492 -0.712 0.01 -0.02 0.05 0.00
H 3.152 -2.146 -1.556 0.02 -0.01 0.00 0.00
H 3.859 -4.390 -2.507 -0.01 0.00 0.02 0.00
H 2.972 -3.425 -3.724 0.02 0.00 0.01 0.00



No. 2
56
Properties=species:S:1:pos:R:3:forces:R:3:lowdin_charge:R:1 method="wB97M-V/def2-TZVPD" orbital_gap_ev="1.9 / 1.9" e_homo_ha="0.0767 / 0.0768" multiplicity=1 total_charge=-2
C 4.667 -3.595 -2.287 1.89 -0.15 -1.07 -0.42
I 4.163 -0.970 -0.961 2.59 0.11 -0.56 0.25
H 5.610 -3.094 -2.629 -0.89 0.18 0.57 -0.09
H 3.975 -3.700 -3.118 0.23 -0.99 -0.15 -0.09
H 4.876 -4.276 -1.468 -0.01 -0.83 -0.61 -0.10
C 1.229 -0.756 3.846 -0.38 -0.20 -0.17 -0.10
C 2.267 0.074 3.662 -0.11 0.04 -0.36 -0.09
N 2.613 0.022 2.324 -0.71 -0.66 0.93 -0.14
C 1.825 -0.870 1.657 0.31 -0.29 1.19 -0.37
N 0.956 -1.324 2.610 0.15 0.30 0.29 -0.16
H 0.651 -0.996 4.721 0.02 0.04 0.08 0.09
H 2.776 0.700 4.358 0.23 0.29 0.25 0.10
C -0.919 0.176 -4.311 -0.12 -0.18 0.45 -0.09
C 0.616 -0.461 -2.761 -0.35 -0.56 -1.27 -0.32
N -0.705 -0.485 -3.111 0.06 0.19 -0.34 -0.16
H 0.540 1.178 -5.580 0.19 0.37 -0.47 0.09
N 1.208 0.268 -3.754 -1.19 -0.10 -0.16 -0.15
H -1.897 0.241 -4.749 -0.04 0.12 -0.10 0.10
Bi 1.427 -1.324 -0.635 -1.01 0.42 0.04 1.06
C 2.764 -3.920 -1.379 -2.58 -1.21 1.13 -0.37
O 2.302 -4.999 -1.320 1.73 1.62 -0.53 -0.09
C 0.277 0.633 -4.708 0.03 0.02 0.22 -0.09
C 2.599 0.593 -3.901 0.47 -0.04 0.01 -0.08
H 2.723 1.670 -4.033 -0.06 0.02 0.15 0.08
H 3.003 0.101 -4.789 0.05 -0.09 0.07 0.09
H 3.159 0.260 -3.022 -0.16 0.10 -0.21 -0.07
C -1.792 -1.141 -2.404 -0.25 0.12 0.07 -0.08
H -2.500 -1.516 -3.162 0.23 -0.04 0.24 0.08
H -2.335 -0.431 -1.750 0.43 -0.31 -0.22 0.08
H -1.412 -1.975 -1.792 -0.01 0.35 -0.24 0.06
C -0.156 -2.231 2.401 -0.28 -0.05 0.06 -0.09
H -0.338 -2.759 3.350 0.03 0.05 -0.26 0.07
H 0.080 -2.960 1.607 0.02 0.37 0.22 0.05
H -1.072 -1.680 2.116 0.49 -0.22 0.02 0.08
C 3.640 0.867 1.792 0.43 0.37 -0.36 -0.13
H 3.995 0.452 0.836 -0.21 0.39 0.55 -0.14
H 4.471 0.887 2.499 0.06 0.05 0.04 0.08
H 3.266 1.882 1.631 -0.10 -0.10 0.00 0.08
C -5.823 2.494 2.921 -0.43 0.00 0.14 -0.08
C -4.528 2.232 2.243 0.68 -0.15 -0.11 -0.31
C -4.371 2.523 0.891 0.27 -0.05 -0.09 -0.06
C -3.162 2.309 0.237 0.39 -0.07 0.50 -0.06
C -2.079 1.807 0.966 -0.13 -0.18 0.06 -0.25
C -2.215 1.473 2.325 -0.17 0.41 -0.45 -0.05
C -3.448 1.692 2.948 0.51 -0.04 -0.16 -0.05
S -0.535 1.420 0.121 -0.09 -1.77 -0.05 0.44
O -0.654 1.986 -1.221 -0.04 -0.22 0.77 -0.35
O 0.528 1.950 0.960 -0.47 -0.04 -0.23 -0.34
O -0.627 -0.100 0.150 -0.76 2.47 0.16 -0.57
H -6.086 3.549 2.933 0.05 0.22 -0.01 0.07
H -6.629 1.982 2.405 -0.25 -0.14 -0.06 0.07
H -5.805 2.146 3.947 -0.03 -0.08 0.23 0.06
H -5.202 2.929 0.330 -0.17 0.06 -0.02 0.10
H -3.021 2.541 -0.818 -0.03 -0.09 0.25 0.11
H -1.344 1.084 2.869 -0.43 0.12 -0.26 0.11
H -3.550 1.444 4.006 -0.09 0.09 -0.20 0.10



No. 3
56
Properties=species:S:1:pos:R:3:forces:R:3:lowdin_charge:R:1 method="wB97M-V/def2-TZVPD" orbital_gap_ev=5.9 e_homo_ha=-0.1560 e_above_lowest_kj_mol=0.0 multiplicity=1 total_charge=-1
C 1.642 -3.652 0.411 0.43 0.40 0.11 -0.20
C 1.257 -2.229 0.725 -0.07 -0.68 0.34 -0.48
N 1.157 -1.830 1.926 -0.50 0.44 0.02 0.16
C 1.074 -1.304 -0.458 -0.01 -0.72 0.41 -0.17
C 0.141 -0.084 -0.316 1.07 0.55 -0.36 -0.25
C 0.933 1.013 0.491 -0.38 0.00 -0.14 -0.15
C 0.438 2.317 0.602 0.23 -0.08 0.46 -0.06
C 1.160 3.264 1.313 -0.15 -0.86 -0.37 -0.05
C 2.354 2.847 1.875 0.50 1.10 0.62 -0.16
N 2.897 1.643 1.779 -0.97 0.01 -0.51 0.11
C 2.172 0.751 1.085 0.44 -0.02 -0.03 -0.07
C 0.096 0.537 -1.769 -0.19 -0.76 -0.54 -0.62
I -0.788 -0.812 -3.323 0.15 -0.12 0.07 1.00
C 1.448 0.876 -2.426 -0.04 0.87 -0.57 -0.30
C 2.139 2.206 -2.086 0.53 0.34 -0.55 -0.66
C 1.512 3.460 -2.721 -0.04 0.06 0.79 -0.13
Br 3.964 2.024 -2.869 -0.08 -0.09 0.17 0.69
O -0.701 1.720 -1.893 0.18 0.02 0.57 -0.29
S -2.226 1.707 -1.477 -2.90 0.83 0.14 0.57
O -3.075 1.579 -2.622 0.71 -0.65 -0.45 -0.30
O -2.552 2.892 -0.728 1.35 0.07 0.50 -0.28
C -2.492 0.296 -0.422 1.51 -0.82 -0.92 -0.20
C -1.281 -0.367 0.337 -1.12 0.60 0.58 -0.37
C -1.321 0.247 1.764 0.02 -0.13 0.35 -0.03
C -1.782 -1.831 0.624 -1.01 0.30 -0.04 -0.65
I -1.687 -3.390 -0.833 1.60 -0.40 -0.08 0.91
C -3.295 -1.880 1.134 0.70 -1.31 0.30 -0.82
C -3.332 -2.882 2.294 0.06 0.60 0.17 -0.21
I -4.733 -2.669 -0.277 -1.35 1.03 0.40 0.77
H 1.883 -3.723 -0.646 -0.05 -0.41 -0.05 0.05
H 2.601 -3.806 0.945 -0.70 -0.30 -0.26 -0.08
H 0.867 -4.358 0.703 -0.09 0.03 -0.02 0.04
H 1.367 -2.599 2.559 0.12 -0.04 0.03 0.08
H 2.095 -1.004 -0.698 0.05 0.18 0.05 0.11
H 0.824 -1.951 -1.293 -0.43 0.19 -0.11 0.03
H -0.507 2.619 0.189 -0.05 0.02 -0.01 0.08
H 0.778 4.267 1.414 0.12 0.13 0.12 0.10
H 2.914 3.575 2.459 0.12 -0.07 -0.01 0.10
H 2.666 -0.204 1.009 -0.09 -0.16 -0.03 0.09
H 2.171 0.070 -2.413 -0.23 -0.29 0.50 0.09
H 1.228 0.988 -3.487 -0.03 0.00 -0.06 0.06
H 2.349 2.396 -1.045 0.03 -0.30 0.09 0.05
H 0.597 3.237 -3.258 0.04 -0.01 -0.21 0.07
H 2.226 3.988 -3.342 -0.05 -0.07 -0.26 0.04
H 1.263 4.151 -1.913 -0.21 0.03 -0.01 0.08
H -3.259 0.618 0.268 -0.12 0.16 -0.04 0.11
H -2.871 -0.457 -1.110 -0.31 0.14 -0.10 0.03
H -2.145 -0.151 2.356 -0.09 -0.08 -0.15 0.08
H -1.491 1.319 1.735 0.21 0.09 0.00 0.09
H -0.424 -0.005 2.323 0.16 0.14 -0.09 0.09
H -1.242 -2.201 1.485 0.44 -0.10 -0.23 0.05
H -3.650 -0.942 1.538 -0.22 0.17 -0.49 0.06
H -2.649 -2.519 3.068 0.06 -0.10 0.06 0.08
H -4.326 -2.911 2.733 -0.10 -0.23 -0.04 0.06
H -3.013 -3.870 1.974 -0.05 -0.10 0.01 0.06
Br 4.629 -2.973 0.307 0.76 0.42 -0.13 -0.46



No. 4
53
Properties=species:S:1:pos:R:3:forces:R:3:lowdin_charge:R:1 method="wB97M-V/def2-TZVPD" orbital_gap_ev=5.9 e_homo_ha=-0.1435 e_above_lowest_kj_mol=342.5 multiplicity=1 total_charge=-1
In -1.597 -0.203 2.572 -0.54 0.14 -0.35 0.22
O -2.267 -5.766 3.507 0.15 0.44 -0.30 0.03
C -1.821 -4.749 2.678 0.00 0.23 1.01 -0.32
C -1.040 -5.040 1.576 -0.11 2.90 -0.20 -0.03
C -0.634 -3.937 0.813 -1.25 0.43 1.15 -0.15
N -0.950 -2.673 1.104 0.66 -0.08 -0.06 0.00
C -1.593 -2.380 2.255 -0.48 -0.52 0.02 -0.34
Br -3.362 0.528 4.380 0.24 -0.14 -0.08 -0.16
C -2.073 -3.428 3.061 0.18 -0.07 -0.99 -0.04
H -1.626 -6.461 3.361 -0.08 -0.59 0.14 0.09
H -0.717 -5.971 1.274 0.35 -2.14 -0.35 0.08
H -0.094 -4.051 -0.091 0.60 -0.35 -0.79 0.08
H -2.664 -3.217 3.931 -0.06 -0.03 0.35 0.10
C 1.966 -0.742 2.001 -0.34 0.65 0.41 -0.23
Si 0.757 0.653 2.537 0.91 0.02 -0.10 0.48
C 1.623 1.340 4.080 -0.32 -0.06 -0.34 -0.24
C 0.866 1.994 1.113 1.78 -0.06 1.76 -0.30
C 2.076 2.742 0.994 -1.09 -0.78 0.17 -0.10
C 2.183 3.689 0.006 0.57 0.17 -0.18 -0.13
C 1.152 3.936 -0.867 -1.98 -0.41 -1.00 -0.12
C -0.046 3.207 -0.766 0.36 0.72 0.14 -0.10
C -0.178 2.276 0.273 -2.34 -0.56 -0.75 -0.31
Si -1.903 1.347 0.496 0.14 0.19 0.20 0.47
C -3.274 2.662 0.631 -0.48 -1.14 -0.24 -0.24
C -2.179 0.586 -1.179 -0.09 0.92 -0.04 -0.24
H 2.933 -0.307 1.871 0.98 0.58 0.03 0.00
H 1.746 -1.148 1.030 -0.49 -0.62 -0.23 0.00
H 2.080 -1.482 2.796 -0.29 -0.25 -0.26 0.02
H 2.500 1.901 3.775 0.30 0.09 0.19 0.00
H 1.902 0.502 4.712 0.23 -0.16 0.05 0.02
H 0.978 1.968 4.681 -0.17 0.32 0.05 0.01
H 2.884 2.582 1.702 0.04 -0.04 -0.18 0.09
H 3.096 4.220 -0.157 0.55 0.37 0.20 0.09
H 1.190 4.672 -1.670 0.43 -0.04 0.23 0.10
H -0.898 3.422 -1.454 0.80 -0.19 0.59 0.11
H -3.255 3.421 -0.139 0.09 0.22 -0.33 0.01
H -3.083 3.117 1.575 -0.28 0.63 0.90 -0.01
H -4.292 2.180 0.636 0.97 0.43 0.12 0.04
H -2.917 -0.208 -1.165 -0.18 0.12 -0.37 0.02
H -1.232 0.258 -1.540 0.73 -0.72 -0.39 -0.01
H -2.413 1.488 -1.772 -0.47 -0.65 -0.25 0.02
C 1.642 -1.072 -3.032 -0.65 -1.55 1.06 -0.10
C 1.828 0.077 -3.874 -0.15 -0.35 -1.16 -0.78
S 2.898 1.371 -3.435 0.13 0.48 -0.40 0.63
C 1.396 0.365 -5.105 0.27 0.81 -0.79 -0.67
C 0.524 -0.226 -6.183 -0.68 -0.78 1.82 -0.09
S 2.318 1.863 -5.395 -0.14 0.23 0.07 0.57
H 1.343 -2.038 -3.473 0.32 0.55 -0.45 0.10
H 0.856 -0.871 -2.339 -0.68 0.17 0.85 0.06
H 2.522 -1.233 -2.436 0.49 -0.26 0.29 0.07
H 0.451 -1.327 -6.096 0.27 0.44 -0.08 0.08
H 0.920 0.042 -7.123 0.43 0.15 -1.20 0.04
H -0.519 0.123 -6.131 0.33 0.16 0.08 0.08



no.,maximum force (Eh/bohr)
1,0.00959
2,0.05954
3,0.05862
4,0.05662